110
Properties=species:S:1:pos:R:3:mulliken_charge:R:1 method="wB97M-V/def2-TZVPD" de_lowest_ev=0.2498 homo_energy_ev=-6.662 multiplicity=1 total_energy_ha=-3034.6554 orbital_gap_ev=6.224
Bi 0.47 0.12 -0.78 1.492
C 4.23 1.55 -0.41 -1.573
O 3.57 0.30 -0.22 0.423
C 4.13 -0.77 -0.86 0.570
C 5.35 -0.71 -1.52 -0.954
C 5.83 -1.83 -2.19 -0.649
C 5.10 -3.00 -2.20 -1.088
C 3.88 -3.06 -1.54 -0.399
C 3.39 -1.96 -0.85 0.437
N 2.13 -1.96 -0.16 0.876
N 1.71 -3.12 0.05 -0.913
C 0.51 -3.36 0.68 -0.743
C -0.34 -2.38 1.23 0.071
O -0.09 -1.11 1.19 0.163
C -1.52 -2.80 1.92 -0.518
C -1.84 -4.11 2.05 -0.810
C -1.01 -5.14 1.49 1.005
C -1.36 -6.50 1.62 -1.088
C -0.58 -7.48 1.06 -0.558
C 0.58 -7.11 0.37 -0.765
C 0.95 -5.80 0.23 -0.584
C 0.16 -4.77 0.80 1.000
H 5.19 1.58 0.11 0.377
H 3.57 2.31 0.00 0.339
H 4.38 1.76 -1.47 0.470
H 5.92 0.20 -1.54 0.407
H 6.78 -1.77 -2.71 0.424
H 5.46 -3.87 -2.75 0.387
H 3.27 -3.95 -1.58 0.420
H -2.17 -2.03 2.31 0.339
H -2.75 -4.40 2.57 0.395
H -2.27 -6.75 2.15 0.420
H -0.86 -8.52 1.16 0.384
H 1.20 -7.88 -0.08 0.420
H 1.84 -5.52 -0.31 0.362
C -3.82 1.09 -3.55 -1.385
C -2.76 2.12 -3.14 0.304
C -1.38 1.69 -3.61 -0.697
C -2.87 2.52 -1.66 0.974
C -3.43 3.78 -1.44 -1.483
C -3.65 4.26 -0.16 -1.468
C -3.30 3.48 0.92 -0.358
C -2.71 2.23 0.76 0.709
C -2.36 1.43 2.01 2.451
C -3.56 0.64 2.55 -1.765
C -1.84 2.34 3.13 -2.107
C -2.49 1.73 -0.55 -0.612
N -1.87 0.46 -0.75 0.956
C -2.71 -0.64 -0.80 1.340
C -4.09 -0.60 -0.50 -0.900
C -4.90 -1.73 -0.54 -0.849
C -4.37 -2.97 -0.89 -0.881
C -3.03 -3.04 -1.22 -0.761
C -2.26 -1.90 -1.18 -0.176
F -0.95 -2.02 -1.53 -0.199
H -3.87 1.04 -4.64 0.519
H -4.81 1.37 -3.17 0.325
H -3.58 0.10 -3.17 0.076
H -2.99 3.04 -3.68 0.740
H -1.09 0.71 -3.22 -0.191
H -0.62 2.42 -3.33 0.180
H -1.37 1.61 -4.70 0.543
H -3.70 4.39 -2.29 0.370
H -4.10 5.24 -0.01 0.403
H -3.49 3.86 1.92 0.284
H -1.58 0.72 1.74 -0.926
H -4.45 1.27 2.60 0.267
H -3.35 0.27 3.56 0.482
H -3.80 -0.22 1.92 0.329
H -2.62 2.99 3.52 0.636
H -1.00 2.96 2.81 0.286
H -1.51 1.73 3.98 0.365
H -4.54 0.36 -0.26 0.573
H -5.95 -1.63 -0.31 0.419
H -4.99 -3.85 -0.91 0.417
H -2.56 -3.97 -1.51 0.491
S 1.50 -0.67 -3.63 -0.384
C 1.70 1.03 -3.65 0.214
C 1.92 1.73 -4.87 -0.793
C 2.10 3.09 -4.87 -0.475
C 2.07 3.79 -3.65 -0.866
C 1.84 3.07 -2.51 -0.392
N 1.64 1.74 -2.49 0.299
H 1.93 1.15 -5.78 0.466
H 2.25 3.62 -5.80 0.367
H 2.23 4.86 -3.61 0.472
H 1.82 3.57 -1.55 0.157
C 0.89 -0.54 3.90 -0.217
N 2.24 0.06 3.71 0.294
C 2.53 1.03 4.80 -0.953
C 2.48 0.57 2.28 -0.716
C 1.78 1.85 1.86 1.525
C 2.17 3.07 2.45 -0.976
C 1.61 4.27 2.05 -1.319
C 0.67 4.28 1.03 -0.690
C 0.36 3.09 0.38 -0.473
C 0.90 1.85 0.77 1.031
H 0.87 -1.03 4.88 0.444
H 0.69 -1.24 3.10 -0.133
H 0.15 0.25 3.86 -0.047
H 2.92 -0.69 3.80 0.379
H 1.82 1.84 4.74 0.443
H 3.55 1.40 4.71 0.340
H 2.41 0.51 5.75 0.342
H 2.16 -0.25 1.64 -0.712
H 3.56 0.67 2.20 0.601
H 2.96 3.09 3.20 0.551
H 1.92 5.19 2.52 0.397
H 0.21 5.20 0.71 0.403
H -0.33 3.13 -0.46 0.203

=====

112
Properties=species:S:1:pos:R:3:mulliken_spin:R:1 method="wB97M-V/def2-TZVPD" homo_energy_ev="-3.690 / -4.396" multiplicity=5 total_energy_ha=-9199.9670 orbital_gap_ev="6.041 / 6.747" charge=-1
Cr -0.15 0.51 -0.21 3.909
C 4.31 -0.22 -1.78 -0.001
Si 2.92 -1.24 -1.00 0.037
C 1.93 -1.97 -2.40 0.008
C 3.81 -2.63 -0.09 0.003
N 1.90 -0.28 -0.06 -0.008
P 1.64 0.06 1.50 0.050
C 0.03 -0.03 1.99 0.050
P -0.87 -1.42 1.58 -0.139
N -1.11 -1.58 0.00 0.015
Si -2.43 -2.18 -0.89 0.041
C -1.86 -2.46 -2.66 -0.004
C -3.10 -3.86 -0.36 0.004
C -3.86 -0.97 -0.92 -0.001
C -0.29 -3.06 2.17 0.008
C 0.55 -3.78 1.31 0.001
C 1.07 -5.01 1.70 0.002
C 0.76 -5.54 2.94 0.000
C -0.07 -4.83 3.80 0.001
C -0.59 -3.60 3.42 0.000
C -2.50 -1.21 2.42 -0.007
C -3.39 -2.27 2.61 0.002
C -4.69 -2.05 3.05 0.001
C -5.12 -0.75 3.30 0.000
C -4.24 0.31 3.13 -0.003
C -2.94 0.08 2.69 -0.005
C 2.91 -0.76 2.56 0.007
C 2.50 -1.73 3.47 -0.013
C 3.43 -2.41 4.25 0.000
C 4.78 -2.12 4.14 -0.001
C 5.19 -1.13 3.26 0.001
C 4.26 -0.46 2.47 0.002
C 2.10 1.83 1.74 -0.114
C 1.34 2.64 2.59 0.034
C 1.65 3.98 2.76 -0.001
C 2.74 4.54 2.10 0.008
C 3.51 3.74 1.27 -0.004
C 3.18 2.40 1.08 0.012
H 5.03 -0.87 -2.30 0.000
H 4.86 0.35 -1.02 -0.001
H 3.92 0.49 -2.52 0.001
H 2.49 -2.73 -2.96 0.000
H 1.62 -1.18 -3.09 0.005
H 1.01 -2.44 -2.01 0.001
H 4.07 -3.43 -0.79 0.000
H 3.20 -3.06 0.72 -0.003
H 4.74 -2.26 0.37 0.000
H -1.26 -3.38 -2.76 0.001
H -1.23 -1.61 -2.95 0.006
H -2.72 -2.53 -3.35 0.000
H -3.60 -4.34 -1.21 0.000
H -3.84 -3.77 0.45 -0.001
H -2.30 -4.52 -0.01 -0.001
H -3.48 0.04 -1.14 0.008
H -4.36 -0.93 0.05 0.002
H -4.60 -1.23 -1.69 0.001
H 0.77 -3.35 0.34 0.008
H 1.73 -5.55 1.02 0.000
H 1.16 -6.50 3.24 0.000
H -0.32 -5.25 4.77 0.000
H -1.22 -3.04 4.11 0.001
H -3.06 -3.29 2.41 -0.001
H -5.36 -2.88 3.18 0.000
H -6.14 -0.57 3.62 0.000
H -4.56 1.33 3.33 0.000
H -2.25 0.90 2.54 0.021
H 1.44 -1.94 3.58 0.002
H 3.09 -3.18 4.95 0.000
H 5.51 -2.65 4.74 0.000
H 6.25 -0.87 3.18 0.000
H 4.60 0.30 1.78 -0.002
H 0.49 2.19 3.10 0.001
H 1.04 4.60 3.41 0.000
H 2.98 5.59 2.22 0.001
H 4.37 4.16 0.76 0.000
H 3.76 1.80 0.39 -0.006
Br -1.62 2.44 -0.18 0.033
O -0.20 0.44 -2.31 -0.031
As -0.64 1.66 -3.36 0.001
C 0.21 3.34 -2.99 0.021
C -0.39 4.59 -3.03 0.003
C 0.37 5.71 -2.72 -0.001
C 1.71 5.58 -2.39 0.002
C 2.31 4.32 -2.37 0.022
C 1.55 3.20 -2.66 -0.036
C -2.53 1.68 -3.73 -0.001
C -3.40 2.64 -3.25 0.007
C -4.76 2.49 -3.45 -0.002
C -5.25 1.38 -4.12 0.001
C -4.38 0.42 -4.61 -0.001
C -3.01 0.57 -4.41 -0.001
C 0.21 1.18 -5.04 0.002
C 0.33 -0.16 -5.39 -0.001
C 0.97 -0.51 -6.57 0.000
C 1.50 0.46 -7.40 0.000
C 1.40 1.80 -7.04 0.000
C 0.75 2.16 -5.86 -0.001
H -1.43 4.69 -3.29 0.000
H -0.10 6.69 -2.73 0.000
H 2.29 6.46 -2.14 0.000
H 3.36 4.22 -2.12 0.001
H 2.00 2.21 -2.60 0.033
H -3.03 3.48 -2.67 0.007
H -5.45 3.24 -3.07 0.000
H -6.32 1.25 -4.25 0.000
H -4.75 -0.45 -5.12 0.000
H -2.33 -0.18 -4.78 -0.001
H -0.03 -0.92 -4.71 -0.001
H 1.05 -1.56 -6.83 0.000
H 2.00 0.19 -8.31 0.000
H 1.83 2.57 -7.67 0.000
H 0.68 3.20 -5.58 0.000

=====

118
Properties=species:S:1:pos:R:3:mulliken_charge:R:1 method="wB97M-V/def2-TZVPD" de_lowest_ev=1.0386 homo_energy_ev=-10.130 multiplicity=1 total_energy_ha=-7039.8625 orbital_gap_ev=7.468 charge=+1
Zr -0.36 -0.24 -0.70 -2.923
C 0.55 1.22 3.98 -1.112
N 0.21 0.62 2.68 0.504
P 1.31 -0.41 1.83 1.497
C 1.25 -1.97 2.79 0.693
C 2.09 -2.97 2.31 -0.908
C 2.11 -4.22 2.89 -0.931
C 1.29 -4.50 3.97 -0.689
C 0.45 -3.51 4.46 -0.684
C 0.43 -2.26 3.88 -0.239
C 2.94 0.17 2.49 0.963
C 3.38 -0.21 3.75 -0.717
C 4.56 0.31 4.27 -0.766
C 5.33 1.19 3.53 -0.686
C 4.92 1.53 2.26 -1.014
C 3.74 1.03 1.74 -0.363
P -1.03 1.24 1.64 1.436
C -0.80 3.06 1.61 1.332
C -1.90 3.85 1.29 -1.074
C -1.76 5.22 1.15 -0.845
C -0.52 5.81 1.31 -0.766
C 0.59 5.03 1.61 -0.632
C 0.45 3.66 1.75 -0.912
C -2.54 1.17 2.69 0.402
C -2.78 2.02 3.77 -0.392
C -3.97 1.95 4.46 -0.914
C -4.95 1.05 4.08 -0.658
C -4.74 0.21 3.00 -1.172
C -3.54 0.28 2.31 -0.068
H 1.40 1.91 3.91 0.242
H 0.81 0.44 4.69 0.355
H -0.31 1.76 4.36 0.291
H 2.73 -2.74 1.46 0.566
H 2.76 -4.99 2.50 0.469
H 1.31 -5.47 4.43 0.412
H -0.19 -3.72 5.30 0.479
H -0.21 -1.49 4.30 0.093
H 2.81 -0.91 4.34 0.387
H 4.87 0.01 5.26 0.445
H 6.24 1.60 3.95 0.407
H 5.53 2.20 1.66 0.514
H 3.45 1.33 0.74 0.315
H -2.88 3.39 1.17 0.584
H -2.62 5.83 0.92 0.464
H -0.41 6.88 1.20 0.408
H 1.56 5.48 1.72 0.489
H 1.32 3.06 1.97 -0.011
H -2.05 2.77 4.05 0.355
H -4.15 2.62 5.29 0.467
H -5.90 1.03 4.60 0.430
H -5.51 -0.47 2.67 0.516
H -3.40 -0.33 1.43 0.288
Cl -1.25 -3.41 -4.35 -0.233
C -1.75 -3.65 -2.71 0.989
C -2.52 -4.76 -2.37 -0.460
C -2.95 -4.94 -1.08 0.588
Cl -3.96 -6.28 -0.70 -0.257
C -2.55 -4.03 -0.06 0.698
C -2.99 -4.10 1.28 -1.163
C -2.57 -3.14 2.16 -1.578
C -1.70 -2.14 1.73 -0.773
N -1.27 -2.03 0.49 1.805
C -1.71 -2.94 -0.42 -0.958
C -1.36 -2.69 -1.78 -0.710
O -0.72 -1.60 -2.10 0.941
H -2.82 -5.45 -3.14 0.531
H -3.66 -4.88 1.58 0.523
H -2.92 -3.14 3.19 0.734
H -1.36 -1.37 2.42 0.175
S -4.67 -1.60 -1.46 -0.374
C -3.43 -0.71 -1.05 0.254
N -2.52 -0.03 -0.69 0.222
C 3.88 -3.59 -2.42 -1.015
N 2.50 -3.70 -1.98 0.311
C 1.73 -4.85 -2.42 -0.849
C 1.93 -2.78 -1.28 -0.304
N 1.42 -1.96 -0.64 0.504
H 4.40 -4.54 -2.23 0.367
H 4.38 -2.80 -1.88 0.321
H 3.92 -3.38 -3.49 0.309
H 2.19 -5.77 -2.05 0.341
H 1.71 -4.88 -3.51 0.332
H 0.72 -4.78 -2.04 0.185
C 5.24 0.98 -3.58 -1.444
C 3.85 0.64 -3.17 0.654
C 3.08 -0.29 -3.88 -1.427
C 1.80 -0.52 -3.44 -0.361
N 1.28 0.11 -2.39 1.468
C 2.10 0.99 -1.75 0.710
S 1.41 1.78 -0.41 -0.522
N 3.35 1.26 -2.12 -0.650
H 5.50 0.50 -4.52 0.389
H 5.95 0.67 -2.82 0.316
H 5.34 2.06 -3.69 0.355
H 3.49 -0.80 -4.74 0.472
H 1.15 -1.24 -3.93 0.364
C 0.06 4.36 -2.25 -0.866
C -0.25 3.27 -3.27 -0.979
As -1.26 1.75 -2.42 2.209
C -1.61 0.59 -4.00 -0.165
C -1.80 1.27 -5.36 -1.498
C -3.11 2.57 -2.32 -0.005
C -3.40 3.83 -3.13 -1.347
H 0.56 5.20 -2.72 0.497
H 0.71 3.98 -1.46 0.011
H -0.85 4.71 -1.77 0.027
H 0.68 2.87 -3.69 0.487
H -0.84 3.69 -4.09 0.678
H -2.51 0.01 -3.74 0.224
H -0.78 -0.12 -4.07 -0.033
H -2.69 1.90 -5.36 0.304
H -1.92 0.51 -6.13 0.430
H -0.93 1.87 -5.61 0.290
H -3.31 2.75 -1.26 0.207
H -3.78 1.76 -2.64 0.509
H -2.83 4.68 -2.75 0.239
H -4.46 4.07 -3.05 0.481
H -3.16 3.70 -4.18 0.195